Entry 1:
The following is a quantum chemistry calculation of C24H72BF12N12O28S8 as an isolated structure in a non-equilibrium geometry, from the OMol25 dataset.

Last column: Löwdin charge in e.
Cartesian coordinates (Å):
C  -3.909  0.347  4.234  -0.0350
C  -2.473  0.570  4.754  -0.2325
C  -1.784  -0.717  5.376  -0.1582
O  -1.800  -1.792  4.452  -0.1794
C  -0.988  -2.830  4.929  -0.1023
N  -1.664  1.007  3.509  0.2053
H  -0.629  0.898  3.697  0.1210
H  -1.872  0.420  2.715  0.0879
H  -1.848  1.974  3.338  0.0433
H  -4.638  0.182  5.043  0.0902
H  -3.905  -0.461  3.551  0.0405
H  -4.364  1.275  3.785  0.0952
H  -2.427  1.381  5.525  0.1451
H  -2.319  -0.907  6.312  0.1379
H  -0.771  -0.406  5.522  0.0906
H  -0.123  -2.504  5.458  0.0720
H  -0.750  -3.501  4.051  0.0995
H  -1.577  -3.418  5.650  0.0911
C  -2.504  -1.141  -2.481  -0.0224
C  -2.018  -2.511  -2.829  -0.2843
C  -2.712  -2.971  -4.090  -0.1913
O  -1.856  -3.953  -4.601  -0.2093
C  -2.146  -4.668  -5.836  -0.0368
N  -0.561  -2.334  -3.112  0.2212
H  -0.205  -1.457  -2.784  0.1080
H  0.061  -3.057  -2.747  0.1221
H  -0.400  -2.303  -4.106  0.0900
H  -2.386  -0.447  -3.286  0.0706
H  -1.994  -0.873  -1.547  0.0731
H  -3.560  -1.183  -2.153  0.0779
H  -2.037  -3.299  -2.072  0.1682
H  -2.882  -2.166  -4.811  0.1291
H  -3.708  -3.375  -3.801  0.1311
H  -2.920  -5.426  -5.666  0.0770
H  -1.220  -5.280  -6.013  0.1112
H  -2.576  -3.954  -6.520  0.0862
C  1.858  -3.775  2.471  -0.0071
C  2.775  -2.675  3.099  -0.2578
C  4.163  -3.122  3.534  -0.1901
O  4.843  -1.935  3.917  -0.2014
C  6.265  -2.020  4.059  -0.0739
N  3.023  -1.640  2.024  0.2383
H  2.190  -1.080  2.018  0.0801
H  3.789  -1.037  2.315  0.1428
H  3.234  -1.981  1.113  0.0895
H  1.583  -4.515  3.215  0.0782
H  2.238  -4.215  1.569  0.0603
H  0.882  -3.279  2.294  0.0718
H  2.370  -2.159  3.955  0.1385
H  4.721  -3.667  2.719  0.1409
H  4.105  -3.899  4.326  0.1393
H  6.745  -2.774  3.421  0.0871
H  6.463  -2.124  5.175  0.1092
H  6.703  -1.072  3.726  0.0881
C  4.145  2.081  -4.395  -0.0253
C  3.043  2.522  -3.500  -0.2793
C  1.771  3.044  -4.233  -0.1490
O  0.786  3.428  -3.258  -0.2165
C  -0.323  4.100  -3.822  -0.0784
N  2.563  1.299  -2.708  0.2037
H  2.050  1.581  -1.831  0.1073
H  1.823  0.721  -3.144  0.1208
H  3.318  0.617  -2.474  0.1064
H  5.000  1.889  -3.750  0.0730
H  4.455  2.755  -5.137  0.0771
H  3.858  1.088  -4.804  0.0923
H  3.285  3.221  -2.665  0.1393
H  1.413  2.294  -4.959  0.0994
H  2.113  3.942  -4.752  0.1334
H  0.141  4.934  -4.269  0.0731
H  -1.025  4.417  -3.027  0.0923
H  -0.923  3.435  -4.485  0.1043
C  -5.108  -2.976  2.115  -0.0605
C  -5.888  -1.864  1.378  -0.4557
C  -4.838  -1.306  0.367  -0.1505
O  -5.409  -0.376  -0.613  -0.2648
C  -5.638  0.982  -0.215  -0.0459
N  -7.038  -2.211  0.601  0.0439
H  -7.710  -2.734  1.267  0.1245
H  -5.954  -1.004  -1.953  0.1061
H  -6.641  -2.904  0.006  0.0278
H  -4.922  -3.713  1.336  0.0743
H  -5.470  -3.404  3.126  0.1090
H  -4.086  -2.642  2.319  0.0554
H  -6.198  -1.076  2.106  0.1393
H  -4.509  -2.056  -0.307  0.0913
H  -3.909  -0.921  0.878  0.1186
H  -5.529  1.591  -1.105  0.0886
H  -4.822  1.341  0.486  0.0940
H  -6.628  1.112  0.242  0.0954
C  1.856  4.578  2.293  0.0082
C  1.269  3.417  1.491  -0.3278
C  1.416  3.459  0.029  -0.1655
O  1.088  2.187  -0.561  -0.2496
C  -0.376  2.084  -0.778  -0.0042
N  1.939  2.123  1.898  0.2189
H  1.520  1.251  1.576  0.1056
H  2.880  2.085  1.523  0.0953
H  1.993  1.892  2.907  0.1250
H  2.860  4.849  1.856  0.0890
H  1.969  4.251  3.324  0.0909
H  1.108  5.376  2.255  0.0886
H  0.211  3.273  1.807  0.1197
H  2.475  3.692  -0.130  0.1123
H  0.681  4.177  -0.444  0.1541
H  -0.912  2.149  0.197  0.0832
H  -0.468  1.129  -1.296  0.0855
H  -0.656  2.990  -1.327  0.0723
N  -6.259  -2.601  -3.012  -0.5397
O  -6.398  -1.351  -2.815  0.1301
O  -5.946  -3.305  -2.078  0.0536
O  -6.466  -2.975  -4.112  0.1185
N  -0.357  -0.891  0.987  -0.5294
O  0.396  -0.469  1.962  -0.0901
O  0.112  -1.664  0.156  0.0145
O  -1.529  -0.545  0.968  -0.0198
B  1.854  0.879  5.263  -1.0316
F  2.591  1.756  6.071  0.1281
F  0.538  1.408  4.878  0.0404
F  2.618  0.568  4.007  0.0137
F  1.618  -0.326  5.991  0.0795
N  0.292  -1.321  -5.828  -0.3023
S  -0.163  0.145  -5.491  0.5071
O  0.023  1.235  -6.396  -0.2623
O  -0.047  0.339  -4.116  -0.3001
F  -1.831  -0.004  -5.566  -0.2375
S  1.003  -1.914  -7.196  0.5164
O  1.124  -3.300  -7.014  -0.2506
O  1.896  -1.015  -7.782  -0.2280
F  -0.327  -1.894  -8.058  -0.1895
N  4.789  3.095  0.631  -0.3053
S  5.584  4.288  0.030  0.4550
O  6.919  3.923  -0.313  -0.2703
O  5.271  5.422  0.784  -0.2500
F  4.882  4.476  -1.433  -0.2130
S  5.182  1.660  -0.104  0.6300
O  6.036  0.827  0.792  -0.3054
O  5.354  1.677  -1.528  -0.2771
F  3.796  0.809  0.062  -0.2306
N  -2.114  3.780  3.579  -0.3312
S  -1.587  4.618  4.867  0.5225
O  -0.514  5.508  4.544  -0.2859
O  -1.367  3.685  5.938  -0.2806
F  -2.712  5.631  5.327  -0.1689
S  -2.633  4.428  2.170  0.5262
O  -1.583  4.453  1.176  -0.2958
O  -3.504  5.483  2.318  -0.2202
F  -3.447  3.117  1.718  -0.2040
N  3.846  -3.208  -2.634  -0.3002
S  2.915  -2.801  -1.485  0.5639
O  1.530  -3.204  -1.535  -0.2960
O  3.101  -1.430  -1.035  -0.3300
F  3.526  -3.650  -0.206  -0.2161
S  4.669  -2.181  -3.485  0.5314
O  3.701  -1.199  -4.044  -0.3245
O  5.607  -2.784  -4.400  -0.2527
F  5.482  -1.496  -2.392  -0.1258

Summary:
Net charge: -1
HOMO energy in eV: -8.569
LUMO in eV: 1.727

***

Entry 2:
The following is a quantum chemistry calculation of a single C4H6O molecule in a non-equilibrium geometry, from the OMol25 dataset.

Last column: natural (NBO) charge in e.
Cartesian coordinates (Å):
C  0.739  -0.896  -1.377  -0.4022
C  -0.281  -0.301  -0.752  -0.2383
C  -0.131  0.182  0.682  0.2819
C  -1.200  0.849  1.204  -0.4981
O  1.090  0.378  1.246  -0.6533
H  0.588  -1.094  -2.428  0.2092
H  1.633  -1.276  -0.889  0.1826
H  -1.012  0.316  -1.261  0.2214
H  -1.181  0.889  2.289  0.2167
H  -1.929  1.183  0.485  0.2080
H  1.683  -0.228  0.802  0.4721

Summary:
Energy above the lowest of the compared OMol25 structures with the same formula, charge and spin in eV: 1.570
Net charge: 0
SMILES: C=CC(=C)O
HOMO energy in eV: -8.424
LUMO in eV: 0.707

***

Entry 3:
The following is a quantum chemistry calculation of an isolated ion of composition CH4BrN2 and charge +1 in a non-equilibrium geometry, from the OMol25 dataset.

Last column: Löwdin spin population.
Cartesian coordinates (Å):
C  0.074  -0.360  -0.022  0.0729
N  -1.280  -0.084  -0.084  0.1117
N  1.071  0.479  -0.049  0.4389
Br  2.819  0.023  0.036  1.3422
H  0.327  -1.447  -0.187  0.0010
H  -1.886  -0.874  -0.036  0.0060
H  -1.737  0.776  0.058  0.0044
H  0.611  1.487  0.284  0.0229

Summary:
Energy above the lowest of the compared OMol25 structures with the same formula, charge and spin in eV: 0.365
Net charge: +1
HOMO energy (alpha / beta) in eV: -11.590 / -16.057
2S+1: 3
<S²>: 2.01
LUMO (alpha / beta) in eV: -4.434 / -8.502

***

Entry 4:
The following is a quantum chemistry calculation of a 22-piece molecular cluster, C26H96O26 overall in a non-equilibrium geometry, from the OMol25 dataset.

Last column: Löwdin charge in e.
Cartesian coordinates (Å):
C  0.317  -0.591  -0.830  -0.0759
O  -0.394  -0.027  0.315  -0.1612
H  0.722  -1.573  -0.586  0.0575
H  -0.232  -0.673  -1.768  0.0716
H  1.174  0.004  -1.147  0.0716
H  0.161  -0.012  1.098  0.0169
C  -2.350  1.345  2.742  -0.1435
O  -3.641  1.871  2.409  -0.1042
H  -1.528  2.036  2.554  0.0516
H  -2.294  1.206  3.822  0.0862
H  -2.161  0.369  2.296  0.0566
H  -3.718  2.120  1.485  0.0859
C  0.593  -3.160  -4.207  -0.1300
O  1.447  -2.996  -3.106  -0.1348
H  0.786  -2.308  -4.858  0.0858
H  0.842  -4.050  -4.786  0.0863
H  -0.460  -3.207  -3.928  0.0735
H  1.244  -3.625  -2.409  0.0435
C  -1.095  -2.407  2.206  -0.1359
O  -0.884  -3.709  2.721  -0.1094
H  -2.023  -2.031  2.636  0.0618
H  -0.253  -1.740  2.394  0.0714
H  -1.315  -2.412  1.138  0.0756
H  -1.734  -4.093  2.491  0.0841
C  4.742  -1.817  -4.477  -0.1524
O  3.485  -1.368  -4.031  -0.1457
H  5.477  -1.025  -4.617  0.0758
H  5.067  -2.557  -3.745  0.0730
H  4.663  -2.274  -5.463  0.0713
H  2.877  -2.052  -3.740  0.0184
C  2.286  5.687  -2.307  -0.1438
O  3.316  5.816  -1.302  -0.1095
H  2.657  5.896  -3.310  0.0837
H  1.841  4.691  -2.328  0.0418
H  1.451  6.361  -2.116  0.0688
H  2.943  5.499  -0.476  0.0444
C  4.566  -3.347  -0.343  -0.1225
O  4.215  -3.313  1.055  -0.1344
H  4.101  -2.522  -0.882  0.0737
H  5.643  -3.294  -0.499  0.0712
H  4.371  -4.311  -0.813  0.0733
H  4.273  -2.460  1.493  0.0214
C  1.269  1.132  -4.084  -0.1225
O  1.350  2.294  -3.289  -0.1425
H  0.536  1.279  -4.878  0.0819
H  2.191  0.979  -4.644  0.0799
H  0.934  0.254  -3.533  0.0577
H  0.710  2.949  -3.576  0.0318
C  0.489  -4.714  -0.279  -0.1391
O  1.348  -5.381  -1.202  -0.1217
H  0.336  -5.261  0.651  0.0690
H  0.855  -3.688  -0.233  0.0599
H  -0.506  -4.606  -0.712  0.0840
H  1.996  -5.937  -0.763  0.0825
C  -0.967  5.107  -4.428  -0.1317
O  -0.745  4.001  -3.584  -0.1358
H  -0.855  4.835  -5.478  0.0826
H  -1.994  5.466  -4.353  0.0816
H  -0.259  5.919  -4.261  0.0766
H  -0.931  4.242  -2.674  0.0384
C  3.856  -1.977  3.860  -0.1146
O  4.301  -1.135  2.814  -0.1465
H  2.890  -2.424  3.628  0.0833
H  4.580  -2.773  4.034  0.0863
H  3.782  -1.307  4.717  0.0911
H  5.173  -0.782  3.007  0.1101
C  -2.882  1.026  -5.198  -0.1713
O  -2.579  0.443  -6.438  -0.1212
H  -2.514  0.373  -4.407  0.0621
H  -2.458  2.029  -5.242  0.0774
H  -3.961  1.135  -5.088  0.0770
H  -3.103  -0.362  -6.420  0.0257
C  1.438  0.599  3.470  -0.1028
O  1.627  -0.024  2.198  -0.1484
H  2.327  1.116  3.832  0.0891
H  0.596  1.288  3.402  0.0644
H  1.133  -0.203  4.142  0.0838
H  2.481  -0.462  2.237  0.0483
C  4.060  2.353  1.107  -0.1450
O  4.673  3.436  0.364  -0.1192
H  4.865  1.654  1.337  0.0665
H  3.586  2.693  2.027  0.0701
H  3.301  1.804  0.549  0.0538
H  4.565  3.278  -0.576  0.0134
C  -3.515  0.005  -1.502  -0.0980
O  -3.218  -0.201  -0.089  -0.1481
H  -3.251  1.005  -1.849  0.0767
H  -2.863  -0.649  -2.081  0.0556
H  -4.546  -0.186  -1.799  0.0867
H  -2.294  0.022  0.045  0.0256
C  -3.825  -1.269  4.754  -0.1847
O  -3.288  -0.713  5.894  -0.1045
H  -3.638  -0.613  3.903  0.0585
H  -3.411  -2.253  4.531  0.0707
H  -4.872  -1.467  4.983  0.0825
H  -3.629  -1.127  6.690  0.0839
C  -3.657  -2.566  -5.069  -0.1560
O  -4.493  -1.716  -5.799  -0.1170
H  -3.994  -3.596  -5.187  0.0853
H  -2.598  -2.446  -5.295  0.0764
H  -3.674  -2.281  -4.017  0.0676
H  -5.361  -1.592  -5.407  0.0972
C  4.399  1.496  -2.185  -0.1661
O  3.838  2.755  -2.188  -0.1266
H  4.565  1.157  -3.208  0.0776
H  5.375  1.540  -1.703  0.0886
H  3.778  0.819  -1.598  0.0788
H  2.902  2.585  -2.317  0.0297
C  0.685  3.244  0.256  -0.2228
C  -0.798  3.527  -0.130  -0.1992
O  -1.006  4.703  -0.883  -0.0615
O  1.183  4.367  0.891  -0.0506
H  1.292  3.173  -0.646  0.1030
H  0.857  2.311  0.793  0.0983
H  -1.486  3.592  0.712  0.1062
H  -1.155  2.661  -0.688  0.1095
H  -1.125  5.437  -0.276  0.1030
H  0.739  4.449  1.739  0.0501
C  -2.512  5.278  4.226  -0.1812
C  -1.096  5.355  3.628  -0.2446
O  -0.409  4.164  3.366  -0.0818
O  -3.388  4.559  3.298  -0.0807
H  -2.864  6.297  4.386  0.1208
H  -2.491  4.687  5.141  0.1154
H  -0.481  5.897  4.346  0.1169
H  -1.104  5.972  2.729  0.1236
H  -0.244  3.640  4.153  0.1004
H  -3.171  3.624  3.278  0.0242
C  -6.089  -1.677  1.569  -0.2369
C  -7.469  -1.500  2.199  -0.2310
O  -7.419  -1.159  3.591  -0.0737
O  -5.492  -0.394  1.433  -0.0860
H  -6.216  -2.182  0.611  0.1151
H  -5.427  -2.217  2.246  0.1095
H  -7.952  -2.478  2.189  0.1140
H  -8.087  -0.798  1.639  0.1175
H  -6.807  -0.425  3.679  0.0695
H  -4.737  -0.410  0.840  0.0173
C  3.611  -5.762  3.121  -0.2314
C  2.174  -5.345  2.980  -0.2817
O  1.482  -5.511  4.172  -0.0544
O  3.784  -7.018  3.782  -0.0583
H  4.208  -5.036  3.673  0.0979
H  4.137  -5.775  2.166  0.1119
H  1.653  -6.020  2.301  0.1087
H  2.025  -4.327  2.621  0.0999
H  0.656  -5.030  4.076  0.0665
H  3.139  -7.178  4.474  0.0767

Summary:
Net charge: 0
HOMO energy in eV: -9.251
LUMO in eV: 0.020

***

> The lowest net charge belongs to which entry?

C24H72BF12N12O28S8

***

> The highest net charge belongs to which entry?

CH4BrN2

***

> Which of these has the highest net charge?

CH4BrN2